Record 1
The following is a quantum chemistry calculation of a structure of composition C14H23GeN3O6Pd in a non-equilibrium geometry, from the Open Molecules 2025 dataset.

ORCA input file:
```
! wB97M-V def2-TZVPD RIJCOSX def2/J DEFGRID3
* xyz 0 1
Pd -0.408 0.281 0.367
O 0.380 3.268 6.246
C 1.001 2.586 5.260
O 2.178 2.690 5.087
C 0.137 1.662 4.477
C -0.617 0.617 4.958
N -1.086 -0.049 3.884
N -0.689 0.512 2.738
C 0.054 1.554 3.070
C 0.584 2.531 2.027
O 0.725 3.688 2.386
O 0.793 2.022 0.876
H -0.573 3.146 6.202
H -0.813 0.298 5.969
H -1.640 -0.885 3.865
O 1.906 -1.102 1.354
C 2.336 -0.732 0.159
O 1.585 -0.572 -0.783
C 3.832 -0.483 0.085
N 4.469 -0.824 1.373
C 5.028 0.424 1.939
C 5.297 1.321 0.735
C 4.075 1.034 -0.136
H 4.230 -1.070 -0.743
H 5.193 -1.513 1.240
H 2.720 -1.197 1.903
H 5.911 0.213 2.539
H 4.274 0.888 2.580
H 6.214 1.007 0.230
H 5.385 2.370 1.011
H 4.218 1.263 -1.189
H 3.214 1.601 0.227
C -1.146 1.405 -2.059
Ge -2.208 -0.257 -1.700
C -4.040 0.054 -2.404
C -1.267 -1.706 -2.653
C -2.279 -0.611 0.217
H -1.444 1.830 -3.017
H -0.082 1.168 -2.112
H -1.291 2.168 -1.292
H -4.011 0.291 -3.467
H -4.495 0.889 -1.870
H -4.662 -0.829 -2.257
H -1.186 -1.465 -3.714
H -1.778 -2.665 -2.560
H -0.260 -1.796 -2.245
H -2.245 -1.648 0.545
H -3.026 -0.035 0.759
*
```

Values from the calculation:
frontier orbital gap (spin up / spin down)	7.6 / 7.6	eV
ΔE to the lowest compared entry with this formula, charge and spin	1.740	eV
E_LUMO (spin up / spin down)	-0.7 / -0.8	eV
highest occupied orbital energy (spin up / spin down)	-8.4 / -8.4	eV

Results of the Löwdin charge analysis, in e, for atoms 1 through 2: atom 1 (Pd): 0.74, atom 2 (O): 0.12

***

Record 2
The following is a quantum chemistry calculation of a structure of composition C14H23N2OPTc in a non-equilibrium geometry, from the Open Molecules 2025 dataset.

ORCA input file:
```
! wB97M-V def2-TZVPD RIJCOSX def2/J DEFGRID3
* xyz 2 4
C -2.804 0.211 -2.664
C -2.605 -1.001 -2.012
C -1.841 -1.073 -0.835
C -1.300 0.105 -0.312
C -1.530 1.333 -0.958
C -2.299 1.385 -2.119
C -1.665 -2.385 -0.129
C -0.242 -2.901 0.099
N 0.809 -1.857 0.267
Tc 0.092 0.021 1.311
C -0.865 2.564 -0.412
P 0.720 1.983 0.379
H -3.025 -1.919 -2.420
H -2.465 2.348 -2.611
H -3.365 0.244 -3.596
H -1.455 3.071 0.370
H -0.635 3.301 -1.194
H -2.159 -2.342 0.855
H -2.180 -3.158 -0.711
H -0.230 -3.522 1.004
C 1.441 3.346 1.298
C 1.740 1.930 -1.133
H 0.078 -3.541 -0.742
C 1.350 -1.502 -1.064
C 1.927 -2.444 1.050
H -0.489 1.425 1.954
H 1.777 -2.403 -1.529
H 0.557 -1.111 -1.707
H 2.139 -0.753 -0.949
H 2.462 -3.189 0.439
H 2.614 -1.643 1.344
H 1.527 -2.926 1.948
H 1.819 2.946 -1.548
H 2.738 1.566 -0.872
H 1.300 1.278 -1.899
H 1.587 4.220 0.649
H 0.796 3.597 2.148
H 2.411 2.992 1.670
H 1.635 0.550 1.597
O -0.086 -0.088 5.524
C -0.117 -0.251 4.349
N -0.160 -0.407 3.159
*
```

Values from the calculation:
frontier orbital gap (spin up / spin down)	7.1 / 5.1	eV
E_LUMO (spin up / spin down)	-8.4 / -11.2	eV
highest occupied orbital energy (spin up / spin down)	-15.5 / -16.2	eV

Results of the Löwdin charge analysis, in e, for atoms 1 through 2: atom 1 (C): 0.02, atom 2 (C): 0.09

***

Record 3
The following is a quantum chemistry calculation of a structure of composition C14H23N2PPdS in a non-equilibrium geometry, from the Open Molecules 2025 dataset.

ORCA input file:
```
! wB97M-V def2-TZVPD RIJCOSX def2/J DEFGRID3
* xyz 2 5
C -2.903 0.234 -4.110
C -2.649 -0.989 -3.502
C -1.807 -1.077 -2.373
C -1.228 0.101 -1.908
C -1.505 1.337 -2.477
C -2.359 1.405 -3.586
C -1.678 -2.389 -1.649
C -0.291 -3.009 -1.403
N 0.839 -2.081 -1.416
Pd 0.141 0.044 -0.380
C -0.889 2.583 -1.887
P 0.661 2.110 -1.037
H -3.093 -1.904 -3.885
H -2.569 2.384 -4.018
H -3.537 0.286 -4.993
H -1.528 3.042 -1.111
H -0.644 3.339 -2.645
H -2.168 -2.309 -0.663
H -2.243 -3.135 -2.219
H -0.300 -3.475 -0.411
C 1.225 3.501 -0.038
C 1.855 1.959 -2.390
H -0.099 -3.798 -2.153
C 1.346 -1.789 -2.752
C 1.918 -2.506 -0.517
H 0.370 1.057 0.890
H 1.756 -2.699 -3.226
H 0.545 -1.386 -3.373
H 2.140 -1.037 -2.675
H 2.526 -3.319 -0.951
H 2.559 -1.642 -0.303
H 1.475 -2.848 0.420
H 2.021 2.959 -2.808
H 2.787 1.558 -1.971
H 1.476 1.281 -3.162
H 1.330 4.380 -0.688
H 0.504 3.705 0.764
H 2.197 3.235 0.397
H 0.669 0.673 1.775
S -0.275 -0.204 5.130
C 0.392 0.107 3.741
N 1.035 0.315 2.729
*
```

Values from the calculation:
frontier orbital gap (spin up / spin down)	6.5 / 4.8	eV
ΔE to the lowest compared entry with this formula, charge and spin	0.319	eV
E_LUMO (spin up / spin down)	-6.2 / -10.7	eV
highest occupied orbital energy (spin up / spin down)	-12.7 / -15.5	eV

Results of the Löwdin charge analysis, in e, for atoms 1 through 2: atom 1 (C): 0.04, atom 2 (C): 0.02

***

Record 4
The following is a quantum chemistry calculation of an isolated molecule of C14H23N3O3, from the Open Molecules 2025 dataset.

ORCA input file:
```
! wB97M-V def2-TZVPD RIJCOSX def2/J DEFGRID3
* xyz 0 1
C 4.961 1.791 -0.263
C 4.630 0.305 -0.219
C 3.189 -0.041 -0.619
C 2.951 0.184 -2.112
O 3.016 -1.451 -0.377
C 1.805 -1.694 0.159
O 1.369 -2.788 0.378
N 1.176 -0.507 0.412
C -0.050 -0.464 1.176
C -1.278 -0.339 0.274
C -2.569 -0.421 1.095
N -3.728 -0.249 0.264
C -4.359 -1.239 -0.444
C -5.356 -0.628 -1.141
N -5.349 0.707 -0.886
C -4.367 0.914 -0.048
C -3.994 2.236 0.516
C 2.084 0.617 0.275
C 1.402 1.843 -0.321
O 2.553 1.017 1.540
H 4.341 2.343 0.437
H 4.821 2.197 -1.262
H 6.002 1.934 0.016
H 5.287 -0.245 -0.895
H 4.817 -0.078 0.786
H 3.666 -0.418 -2.669
H 1.950 -0.142 -2.384
H 3.078 1.226 -2.381
H 0.009 0.373 1.876
H -0.113 -1.400 1.740
H -1.262 -1.149 -0.457
H -1.254 0.608 -0.268
H -2.630 -1.397 1.585
H -2.570 0.354 1.867
H -4.051 -2.262 -0.381
H -6.078 -1.056 -1.807
H -2.969 2.500 0.256
H -4.666 2.983 0.105
H -4.088 2.236 1.602
H 0.726 2.252 0.425
H 0.845 1.585 -1.215
H 2.146 2.597 -0.554
H 2.990 0.278 1.980
*
```

Values from the calculation:
frontier orbital gap	9.0	eV
ΔE to the lowest compared entry with this formula, charge and spin	0.433	eV
E_LUMO	0.5	eV
highest occupied orbital energy	-8.4	eV
SMILES	CC[C@@]1(C)OC(=O)N(CCCn2ccnc2C)[C@@]1(C)O

Results of the Löwdin charge analysis, in e, for atoms 1 through 2: atom 1 (C): -0.08, atom 2 (C): -0.16

***

Record 5
The following is a quantum chemistry calculation of an isolated molecule of C14H23NO3S2 in a non-equilibrium geometry, from the Open Molecules 2025 dataset.

ORCA input file:
```
! wB97M-V def2-TZVPD RIJCOSX def2/J DEFGRID3
* xyz 0 1
C -0.547 4.053 -1.052
C -0.951 2.715 -0.387
C -1.002 1.522 -1.332
C -1.063 0.235 -0.444
C -2.447 -0.427 -0.372
C -2.592 -1.239 0.926
S -1.277 -2.451 1.259
C 0.032 -1.516 2.088
S -0.261 -1.077 3.634
N 1.189 -1.216 1.418
C 1.579 -2.204 0.408
C 2.184 -3.499 1.004
O 2.233 -3.529 2.407
C 2.754 -2.360 3.001
C 2.353 -1.058 2.292
C -1.923 1.603 -2.530
O -1.181 2.432 -3.466
C 0.121 2.098 -3.434
O 0.885 2.295 -4.276
C 0.333 1.372 -2.105
H -0.379 4.768 -0.251
H 0.388 3.939 -1.593
H -1.306 4.400 -1.740
H -1.935 2.890 0.050
H -0.236 2.555 0.410
H -0.348 -0.523 -0.733
H -0.805 0.535 0.567
H -2.637 -1.059 -1.233
H -3.228 0.333 -0.338
H -3.490 -1.843 0.823
H -2.733 -0.607 1.799
H 2.354 -1.735 -0.198
H 0.790 -2.451 -0.287
H 1.564 -4.339 0.707
H 3.159 -3.673 0.539
H 2.342 -2.326 4.005
H 3.836 -2.405 3.138
H 2.259 -0.233 2.977
H 3.178 -0.780 1.635
H -2.017 0.660 -3.062
H -2.880 2.088 -2.401
H 1.135 1.710 -1.452
H 0.570 0.351 -2.399
*
```

Values from the calculation:
frontier orbital gap	8.2	eV
E_LUMO	0.0	eV
highest occupied orbital energy	-8.3	eV
SMILES	CC[C@@]1(CCCSC(=S)N2CCOCC2)COC(=O)C1

Results of the Löwdin charge analysis, in e, for atoms 1 through 2: atom 1 (C): -0.07, atom 2 (C): -0.18

***

Please write out number 4 again, unchanged.
The following is a quantum chemistry calculation of an isolated molecule of C14H23N3O3, from the Open Molecules 2025 dataset.

ORCA input file:
```
! wB97M-V def2-TZVPD RIJCOSX def2/J DEFGRID3
* xyz 0 1
C 4.961 1.791 -0.263
C 4.630 0.305 -0.219
C 3.189 -0.041 -0.619
C 2.951 0.184 -2.112
O 3.016 -1.451 -0.377
C 1.805 -1.694 0.159
O 1.369 -2.788 0.378
N 1.176 -0.507 0.412
C -0.050 -0.464 1.176
C -1.278 -0.339 0.274
C -2.569 -0.421 1.095
N -3.728 -0.249 0.264
C -4.359 -1.239 -0.444
C -5.356 -0.628 -1.141
N -5.349 0.707 -0.886
C -4.367 0.914 -0.048
C -3.994 2.236 0.516
C 2.084 0.617 0.275
C 1.402 1.843 -0.321
O 2.553 1.017 1.540
H 4.341 2.343 0.437
H 4.821 2.197 -1.262
H 6.002 1.934 0.016
H 5.287 -0.245 -0.895
H 4.817 -0.078 0.786
H 3.666 -0.418 -2.669
H 1.950 -0.142 -2.384
H 3.078 1.226 -2.381
H 0.009 0.373 1.876
H -0.113 -1.400 1.740
H -1.262 -1.149 -0.457
H -1.254 0.608 -0.268
H -2.630 -1.397 1.585
H -2.570 0.354 1.867
H -4.051 -2.262 -0.381
H -6.078 -1.056 -1.807
H -2.969 2.500 0.256
H -4.666 2.983 0.105
H -4.088 2.236 1.602
H 0.726 2.252 0.425
H 0.845 1.585 -1.215
H 2.146 2.597 -0.554
H 2.990 0.278 1.980
*
```

Values from the calculation:
frontier orbital gap	9.0	eV
ΔE to the lowest compared entry with this formula, charge and spin	0.433	eV
E_LUMO	0.5	eV
highest occupied orbital energy	-8.4	eV
SMILES	CC[C@@]1(C)OC(=O)N(CCCn2ccnc2C)[C@@]1(C)O

Results of the Löwdin charge analysis, in e, for atoms 1 through 2: atom 1 (C): -0.08, atom 2 (C): -0.16